C21H68N2O15 | wB97M-V/def2-TZVPD

Each line ends with the Mulliken charge.
Element x y z (Å)
C1 -7.710 -1.366 7.001  -0.478
O1 -7.932 -1.034 8.299  -0.503
H1 -8.640 -1.696 6.537  0.238
H2 -7.199 -0.569 6.461  0.229
H3 -7.014 -2.202 6.929  0.208
H4 -8.605 -0.361 8.425  0.307
C2 6.202 1.678 2.310  -0.517
O2 6.350 0.992 1.026  -0.490
H5 6.438 2.742 2.294  0.245
H6 5.160 1.602 2.620  0.234
H7 6.783 1.225 3.113  0.232
H8 5.686 1.392 0.461  0.295
C3 -7.640 5.524 3.475  -0.487
O3 -7.892 4.403 2.666  -0.495
H9 -7.796 6.419 2.873  0.230
H10 -8.373 5.596 4.278  0.237
H11 -6.631 5.529 3.886  0.210
H12 -8.658 4.632 2.134  0.305
C4 5.200 -5.256 4.322  -0.457
O4 5.426 -6.330 3.429  -0.502
H13 5.428 -4.319 3.815  0.199
H14 4.149 -5.190 4.602  0.234
H15 5.795 -5.381 5.227  0.231
H16 5.193 -7.159 3.853  0.295
C5 -4.640 -1.956 -4.550  -0.530
O5 -3.275 -1.641 -4.612  -0.492
H17 -4.814 -2.928 -4.088  0.246
H18 -5.199 -1.254 -3.932  0.241
H19 -5.032 -2.122 -5.554  0.229
H20 -2.820 -2.011 -3.852  0.306
C6 4.963 5.452 -2.925  -0.472
O6 4.421 4.181 -3.155  -0.505
H21 4.150 6.177 -2.877  0.239
H22 5.556 5.491 -2.011  0.200
H23 5.667 5.794 -3.684  0.213
H24 3.462 4.231 -3.173  0.324
C7 -0.431 7.280 2.181  -0.487
O7 0.278 8.415 1.653  -0.495
H25 -0.218 7.246 3.249  0.231
H26 -1.509 7.433 2.144  0.218
H27 -0.087 6.347 1.732  0.226
H28 1.043 8.551 2.216  0.307
C8 -1.998 6.057 -6.670  -1.401
C9 -2.916 5.392 -5.658  0.461
C10 -4.172 4.815 -6.333  -0.605
O8 -4.864 5.875 -6.967  -0.308
C11 -6.135 5.501 -7.512  -0.796
N1 -2.129 4.371 -4.951  -0.764
H29 -1.489 5.341 -7.316  0.292
H30 -1.152 6.548 -6.189  0.360
H31 -2.498 6.825 -7.262  0.341
H32 -3.171 6.159 -4.926  0.316
H33 -4.771 4.415 -5.515  0.333
H34 -3.886 3.966 -6.953  0.333
H35 -6.068 4.676 -8.221  0.319
H36 -6.555 6.317 -8.099  0.278
H37 -6.956 5.342 -6.812  0.299
H38 -2.684 4.104 -4.150  0.281
H39 -2.199 3.481 -5.424  0.260
C12 5.554 -3.988 -5.111  -1.271
C13 5.774 -5.151 -4.088  0.414
C14 7.238 -5.638 -3.945  -0.719
O9 7.707 -6.057 -5.226  -0.307
C15 9.078 -6.147 -5.355  -0.764
N2 5.259 -4.667 -2.767  -0.696
H40 6.087 -3.114 -4.736  0.320
H41 4.496 -3.739 -5.189  0.350
H42 5.919 -4.400 -6.052  0.326
H43 5.206 -6.041 -4.358  0.264
H44 7.320 -6.441 -3.212  0.374
H45 7.893 -4.845 -3.583  0.342
H46 9.486 -6.886 -4.665  0.293
H47 9.631 -5.231 -5.147  0.330
H48 9.259 -6.341 -6.412  0.250
H49 5.660 -3.810 -2.412  0.247
H50 5.464 -5.370 -2.071  0.245
C16 -1.005 -8.869 0.638  -0.131
C17 -1.720 -8.294 1.864  -0.652
O10 -2.649 -7.337 1.397  -0.497
O11 -1.899 -9.515 -0.252  -0.498
H51 -0.296 -9.612 1.002  0.264
H52 -0.534 -8.046 0.100  0.240
H53 -0.936 -7.807 2.444  0.313
H54 -2.259 -9.021 2.472  0.335
H55 -2.085 -6.579 1.225  0.322
H56 -2.821 -9.392 -0.014  0.306
C18 -0.760 -0.607 1.014  -0.365
C19 -2.061 -0.072 1.621  -0.410
O12 -2.909 0.568 0.637  -0.521
O13 -1.004 -1.860 0.384  -0.512
H57 -0.027 -0.725 1.812  0.318
H58 -0.356 0.143 0.334  0.283
H59 -1.798 0.662 2.383  0.311
H60 -2.649 -0.832 2.136  0.305
H61 -3.618 1.027 1.092  0.296
H62 -0.162 -2.291 0.225  0.295
C20 -0.225 1.524 8.846  -0.424
C21 0.256 2.957 9.236  -0.290
O14 1.184 2.855 10.269  -0.507
O15 0.734 0.832 8.069  -0.534
H63 -1.142 1.483 8.260  0.316
H64 -0.343 0.875 9.714  0.282
H65 -0.626 3.480 9.609  0.318
H66 0.667 3.428 8.343  0.219
H67 0.885 3.365 11.025  0.312
H68 1.532 0.782 8.601  0.309

Properties
Kohn-Sham gap (hartree): 0.33993
Total energy (eV): -56564.045
HOMO energy (eV): -9.10
Lowest unoccupied orbital energy (eV): 0.2
Structure (SMILES): COC[C@H](C)N.COC[C@H](C)N.OCCO.OCCO.OCCO.CO.CO.CO.CO.CO.CO.CO
Multiplicity: 1


C21H72FeN10O19 | wB97M-V/def2-TZVPD

Each line ends with the Mulliken charge.
Element x y z (Å)
Fe1 -3.793 -1.417 23.943  0.758
C1 -5.312 -3.433 19.054  -0.187
O1 -4.580 -0.783 22.260  -0.379
O2 -4.050 -3.389 18.958  -0.583
O3 -6.177 -3.798 19.921  -0.015
C2 -9.894 -3.891 19.710  -0.190
O4 -9.216 -3.309 18.601  -0.616
H1 -9.904 -4.953 19.584  0.168
H2 -9.370 -3.700 20.661  0.008
H3 -10.899 -3.467 19.742  0.297
H4 -8.396 -3.785 18.391  0.259
C3 -7.227 -0.216 19.080  -0.274
O5 -8.551 -0.688 19.144  -0.606
H5 -7.211 0.581 19.803  0.157
H6 -6.522 -0.990 19.313  0.050
H7 -6.922 0.219 18.098  0.310
H8 -8.717 -1.599 18.838  0.434
C4 -4.875 -7.387 18.460  -0.421
O6 -5.722 -6.980 19.554  -0.245
H9 -4.603 -8.422 18.689  0.286
H10 -5.398 -7.271 17.495  0.267
H11 -4.014 -6.708 18.469  0.026
H12 -5.862 -6.016 19.517  0.116
C5 -2.283 -5.918 20.514  -0.595
O7 -1.875 -4.623 20.175  -0.219
H13 -3.361 -5.989 20.750  0.159
H14 -2.020 -6.703 19.788  0.303
H15 -1.763 -6.095 21.507  0.167
H16 -2.551 -4.223 19.612  0.406
C6 -4.199 2.620 20.982  -0.264
O8 -5.558 2.355 21.326  -0.522
H17 -3.875 1.942 20.170  -0.202
H18 -4.153 3.648 20.615  0.353
H19 -3.519 2.480 21.847  0.229
H20 -5.951 1.826 20.589  0.211
C7 -7.112 3.559 18.276  -0.568
O9 -5.918 4.077 18.849  -0.437
H21 -7.120 2.501 18.070  0.158
H22 -7.837 3.712 19.079  0.235
H23 -7.423 4.168 17.464  0.401
H24 -5.270 4.079 18.135  0.277
C8 -3.712 -0.135 18.188  -0.628
O10 -2.791 -0.760 19.134  0.717
H25 -3.257 0.850 17.897  0.400
H26 -3.912 -0.757 17.326  0.401
H27 -4.616 0.084 18.760  -0.203
H28 -3.229 -1.601 19.288  -0.420
C9 -1.543 -1.875 22.214  -1.052
O11 -1.835 -1.109 23.394  -0.586
H29 -1.610 -2.933 22.508  0.312
H30 -2.309 -1.728 21.405  0.523
H31 -0.525 -1.659 21.868  0.485
H32 -1.705 -0.140 23.105  0.473
C10 -9.265 -7.582 20.038  -0.561
O12 -8.717 -7.155 18.832  -0.571
H33 -8.892 -7.004 20.880  0.126
H34 -10.341 -7.414 19.962  0.337
H35 -9.097 -8.675 20.217  0.293
H36 -7.768 -7.390 18.792  0.353
C11 -3.873 -5.850 24.502  -1.247
C12 -4.542 -4.511 24.043  1.478
C13 -5.624 -4.059 24.999  -0.775
O13 -3.448 -3.429 24.048  -0.430
H37 -3.430 -5.737 25.502  0.357
H38 -3.058 -6.117 23.831  0.288
H39 -4.709 -6.567 24.599  0.210
H40 -4.908 -4.661 23.004  -0.102
H41 -6.276 -4.905 25.235  0.384
H42 -6.276 -3.224 24.617  -0.988
H43 -5.053 -3.787 25.911  0.613
H44 -2.833 -3.763 23.359  -0.022
C14 -0.366 -3.876 16.697  -0.819
C15 0.504 -4.919 17.412  0.294
C16 1.308 -4.305 18.574  -0.939
O14 -0.282 -5.950 17.960  -0.621
H45 -0.857 -3.178 17.423  -0.151
H46 -1.166 -4.404 16.166  0.352
H47 0.147 -3.280 15.925  0.379
H48 1.166 -5.380 16.704  0.434
H49 0.699 -4.322 19.468  0.156
H50 1.542 -3.249 18.408  0.277
H51 2.157 -4.918 18.761  0.314
H52 -0.742 -5.505 18.717  0.312
C17 -6.280 -0.154 24.705  0.717
O15 -5.057 -0.266 25.117  -0.819
N1 -7.278 -0.954 25.127  -0.327
N2 -6.618 0.822 23.851  -0.219
H53 -8.190 -0.860 24.726  0.228
H54 -7.086 -1.848 25.581  0.371
H55 -5.893 1.405 23.408  0.221
H56 -7.514 0.908 23.390  0.177
C18 -8.529 -2.108 22.832  0.162
O16 -9.336 -1.929 23.754  -0.842
N3 -8.345 -1.204 21.834  0.172
N4 -7.808 -3.301 22.831  0.359
H57 -7.695 -1.482 21.116  -0.120
H58 -9.205 -0.961 21.334  0.274
H59 -7.221 -3.745 22.140  -0.335
H60 -8.156 -3.946 23.514  0.201
C19 -0.341 1.759 21.447  0.643
O17 -0.588 1.091 22.523  -0.797
N5 0.420 2.801 21.523  -0.430
N6 -1.025 1.444 20.457  0.153
H61 1.116 3.145 20.867  0.210
H62 0.531 3.118 22.472  0.246
H63 -1.557 0.602 20.548  -0.311
H64 -0.970 1.759 19.505  0.169
C20 -6.822 -7.615 23.456  0.494
O18 -6.900 -6.401 23.426  -0.442
N7 -7.082 -8.327 24.620  -0.399
N8 -6.516 -8.275 22.214  -0.410
H65 -6.996 -9.348 24.680  0.188
H66 -7.626 -7.851 25.350  0.253
H67 -5.850 -9.021 22.224  0.313
H68 -6.070 -7.554 21.597  0.031
C21 -0.403 0.014 16.251  0.572
O19 -1.508 0.205 15.833  -0.562
N9 0.741 -0.070 15.440  -0.440
N10 -0.221 -0.221 17.693  -0.351
H69 0.621 0.162 14.461  0.253
H70 1.632 0.175 15.852  0.220
H71 0.464 -0.950 17.984  0.283
H72 -1.173 -0.421 18.131  0.026

Properties
Kohn-Sham gap (spin up / spin down) (hartree): 0.12773 / 0.12640
Expectation value of S²: 6.14
Total energy (eV): -111131.595
HOMO energy (spin up / spin down) (eV): -5.96 / -5.90
Lowest unoccupied orbital energy (spin up / spin down) (eV): -2.5 / -2.5
Multiplicity: 5